H24O12 | ωB97M-V with the def2-TZVPD basis set

Last column: Löwdin charge in e.
Element x y z (Å)
O 8.8261 -10.4105 42.7396  -0.22
H 6.8340 -6.2932 41.8808  0.01
H 8.3360 -6.6306 45.2182  0.00
O 4.9462 -6.4894 40.6785  -0.06
H 7.8420 -7.2931 39.0401  0.03
H 6.2050 -7.0587 44.0448  -0.04
H 9.1345 -9.7179 43.3239  -0.02
H 5.8800 -9.4423 38.3969  0.03
H 11.2948 -6.2113 43.6313  0.02
H 9.2240 -6.0784 40.8059  -0.02
H 8.4660 -4.4290 42.0181  0.00
O 6.4595 -9.3496 41.5562  -0.14
H 8.3241 -3.8061 43.3906  0.05
H 4.8720 -7.1829 41.3341  0.02
O 5.7798 -8.6293 38.8921  -0.09
O 7.9744 -6.5242 39.5946  -0.08
H 8.0990 -5.8025 38.9783  0.05
O 7.8355 -3.9886 42.5880  -0.05
O 10.4441 -5.8661 43.9022  -0.10
H 7.3191 -9.5735 41.9128  -0.01
O 7.2970 -6.8350 42.5198  -0.08
H 10.6895 -5.7060 40.7319  0.05
H 4.8914 -3.1003 43.6995  0.02
H 5.9521 -10.1581 41.6275  0.05
H 6.0780 -3.5806 42.8913  -0.03
O 5.5423 -7.3706 44.6611  -0.10
O 9.8857 -5.5231 41.2183  -0.11
O 5.2152 -3.1757 42.8020  -0.07
H 7.2081 -7.7279 42.1867  -0.01
H 6.0376 -8.8587 39.7849  -0.03
H 5.2717 -6.9333 39.8954  -0.02
H 9.2166 -11.2113 43.0896  0.00
H 7.9197 -7.0251 46.6192  0.03
O 7.8496 -6.3159 45.9802  -0.07
H 5.5632 -6.7360 45.3774  0.01
H 9.8708 -6.0250 43.1523  -0.03

Atoms 1-2, force components in eV/Å:
-0.59 0.22 -0.65
-0.38 0.34 -0.39

LUMO level (spin up / spin down): 2.76 / 2.84 eV
E_HOMO (spin up / spin down): 0.1 / -7.6 eV
HOMO-LUMO gap (spin up / spin down): 2.7 / 10.4 eV
2S+1: 2
Total charge: -1

C48H62BrF4GeNO4PRuS2SiTe | ωB97M-V with the def2-TZVPD basis set

Last column: Löwdin charge in e.
Element x y z (Å)
H 3.4377 3.0727 -1.0498  0.07
H 6.4596 -0.0518 3.3105  0.07
C 0.8423 -3.0678 2.4090  -0.15
F -0.6667 -5.3659 -3.5243  0.07
F -2.9813 -5.5237 -4.8670  0.14
H 1.0210 -3.0633 1.3364  -0.02
H -7.1796 -1.5781 1.4587  0.11
H 5.4021 3.1727 0.4408  0.05
C -1.2921 0.0054 -3.6360  -0.13
C -0.8196 -2.9847 4.1928  -0.10
C 4.4404 3.0115 -1.4883  -0.28
F -4.8597 -3.5768 -4.5448  0.14
H 0.5795 4.7601 7.6848  0.09
H -2.0778 2.4341 -5.8577  0.11
C 0.6157 4.8340 3.4252  -0.05
C -2.7693 -4.5158 -4.0312  -0.13
C 5.3824 -1.7315 2.3966  -0.18
H -2.7724 0.4112 5.6769  0.09
H -1.8126 -2.7359 4.5543  0.06
Si -0.6248 -0.5813 2.6572  0.67
C -1.5516 -3.2211 1.8258  -0.11
C 1.3804 5.2447 7.1207  -0.05
C 0.8592 2.4292 -1.9821  -0.34
H 3.8235 -2.7909 1.2329  0.09
C -2.4541 1.5561 3.2808  -0.10
H -0.7230 -4.0767 4.2343  0.09
H 1.1995 6.3198 7.1500  0.08
H -3.6975 -0.7714 2.3238  0.05
Ge 1.9647 0.8185 -1.9284  0.71
Te 1.8711 -0.7290 0.1688  1.09
C -3.7205 -3.5280 -3.8626  -0.13
C -2.2209 0.2838 -2.6314  -0.34
H -0.0876 -2.5691 4.8919  0.08
O 1.4815 4.2996 0.6080  -0.31
H -1.5462 2.1634 3.3392  0.07
H 1.1875 -0.2720 -2.7160  -0.05
H 1.6485 -2.5203 2.9065  0.07
C -4.2123 -2.2697 -0.0135  -0.13
H -1.0748 0.8008 5.3979  0.08
C -3.7817 -0.9788 -0.3416  -0.33
C 5.4244 3.6714 -0.5306  -0.10
Ru -0.4825 0.4980 0.4754  0.68
H 5.7851 1.5039 -2.2354  0.11
O -3.3296 3.2849 -0.0010  0.09
H 4.4062 3.5658 -2.4332  0.11
H 4.0469 -0.2033 -2.7980  0.06
C -1.3569 -3.3667 -2.4530  -0.58
C 0.6133 5.3168 4.7232  -0.03
C -3.4736 -2.4847 -2.9886  -0.22
S 4.4673 0.6391 2.0960  1.00
C 5.6357 -0.4360 2.7255  -0.40
H -3.4444 -1.6935 3.8040  0.07
H -4.2890 1.1114 -0.1380  0.07
C -1.8669 0.0916 5.1477  -0.10
H -2.8773 1.6451 2.2830  0.06
C 1.4128 4.7364 5.7060  -0.27
C 0.0355 4.8198 -4.9338  -0.11
H -1.3987 -4.3084 1.8468  0.10
C 2.2337 3.6717 5.3475  -0.03
H 5.9988 -2.5683 2.6958  0.10
F -4.4357 -1.5634 -2.9247  0.12
O 2.3989 2.1160 1.3092  -0.48
H 2.8836 3.2262 6.0939  0.12
C -6.2316 -1.4125 0.9611  -0.08
C -3.0936 1.3514 -2.8061  -0.07
S 1.3628 3.1171 1.4355  0.55
H 3.7402 1.3113 -3.6478  0.07
H 0.0235 5.3184 2.6588  0.11
H 1.9978 3.4635 -3.5002  0.11
H 0.9070 -4.1139 2.7332  0.09
H -5.7159 -3.4960 0.8816  0.11
C 0.8300 0.0098 3.6965  -0.19
C 3.5876 -0.6498 1.3773  -0.87
H -0.1602 4.0750 -5.7102  0.06
C -0.0317 4.1890 -3.5502  -0.26
C -2.3050 -2.3719 -2.2337  -0.31
H -3.5996 -3.1268 -0.2562  0.10
H -1.4093 -2.8939 0.7932  0.02
H -3.7248 2.9474 -4.0782  0.11
H -3.8200 1.6078 -2.0555  0.09
H -0.5119 0.5311 -5.5599  0.11
H 5.1754 4.7215 -0.3690  0.07
H 2.3184 5.0390 7.6363  0.08
C 1.4111 3.7407 3.0986  -0.27
H 0.8205 -0.4914 4.6700  0.04
H -0.0082 6.1687 4.9747  0.12
O -2.0964 1.4505 -0.0262  -0.33
H -3.1908 1.9704 3.9795  0.10
C 0.9843 3.0667 -3.3662  -0.28
C -1.1355 3.3721 0.9701  -0.20
H -1.0347 3.7870 -3.3757  0.09
H 0.8330 2.3177 -4.1539  0.09
H -0.1807 2.1268 -1.8222  0.04
C 2.2369 3.1721 4.0544  -0.07
C -2.2977 2.7226 0.2772  -0.61
H -0.6060 -0.8276 -3.5240  0.07
C -1.2368 0.7705 -4.7899  -0.08
H -1.5827 -0.8817 5.5417  0.06
N -0.0565 2.4092 1.2145  -0.30
H 4.8806 1.0228 -0.8141  0.08
H -6.4309 0.7225 0.9199  0.11
C -4.5950 0.0954 0.0293  -0.08
H -2.5850 -3.0237 2.1082  0.06
H -0.7971 4.1967 0.3395  0.12
C -2.1757 0.0942 3.6384  -0.60
H 1.1281 3.1464 -1.2077  0.03
H 2.8830 2.3504 3.7772  0.08
H 0.1390 4.9471 -2.7797  0.12
Br 0.3557 -3.3602 -1.6818  0.83
C -3.0393 2.1170 -3.9630  -0.07
H 1.0236 5.2454 -5.1245  0.07
C -0.5520 -2.5280 2.7508  -0.62
H 0.7146 1.0775 3.8745  0.01
H -1.5314 3.8042 1.8926  0.11
C 3.7788 0.8458 -2.6579  -0.34
C -5.8145 -0.1285 0.6560  -0.07
H 6.4469 3.6197 -0.9140  0.07
C 4.2049 -1.8512 1.6132  -0.27
H -0.6987 5.6191 -5.0461  0.07
C -1.5848 -4.4201 -3.3267  -0.27
C -5.4163 -2.4846 0.6358  -0.07
C -2.1161 1.8304 -4.9584  -0.09
H -4.3074 -0.1620 3.8597  0.09
P -2.1335 -0.8329 -1.1672  1.12
C -3.4690 -0.6875 3.3871  -0.09
C 4.7955 1.5553 -1.7683  -0.29
H 1.8065 -0.1482 3.2433  -0.01

Atoms 1-2, force components in eV/Å:
0.06 0.01 -0.01
-0.05 -0.03 -0.05

LUMO level (spin up / spin down): -0.20 / -1.01 eV
E_HOMO (spin up / spin down): -8.3 / -8.1 eV
HOMO-LUMO gap (spin up / spin down): 8.1 / 7.1 eV
2S+1: 2

C4H28N3O7 | ωB97M-V with the def2-TZVPD basis set

Last column: Löwdin charge in e.
Element x y z (Å)
H -1.3136 0.1705 -1.9083  -0.01
O -3.6433 -1.6438 -2.1136  -0.07
O -1.0094 -0.9717 3.8988  -0.06
O -2.0276 -0.1985 0.2073  -0.14
H -2.0994 -0.7051 1.0932  0.07
H 4.4563 -0.1070 -0.0679  0.08
H -1.5500 -0.7784 3.0933  0.04
H 0.3428 -0.1102 0.0743  0.12
H 0.4901 -1.0316 3.2517  0.07
H -3.6759 -2.6086 -2.2141  0.05
O -2.5072 0.9063 2.3485  -0.08
N 3.4708 0.0654 -0.0484  0.04
O -1.4963 2.8676 -0.0725  -0.04
N -1.0401 0.5753 -2.7445  0.03
H -2.2366 1.8391 2.3760  0.06
H 2.0567 -3.7159 1.7116  0.07
H 0.5783 -4.2115 2.3479  0.04
H 2.3231 -0.0505 -2.7656  0.13
O 0.9769 -0.8114 2.3282  -0.15
H -1.2056 -1.8471 4.2876  0.09
H 3.5088 1.5703 -1.6158  0.13
H -1.5493 3.7838 0.2488  0.08
H 0.1221 -0.8957 -3.7511  0.12
H 2.9707 -0.0920 0.7988  0.04
H -0.1492 1.5443 -0.0351  0.08
H 1.1742 2.0537 -1.6746  0.17
C 0.2624 0.0801 -3.1898  -0.25
C 1.5029 1.0825 -1.1784  -0.28
C 2.9901 1.3004 -0.6794  -0.22
H 1.3299 -1.1735 -1.6508  0.15
H -2.1615 2.3851 0.4250  0.02
H 1.5435 -1.5751 2.0892  0.02
H -3.3675 1.1255 2.8486  0.13
O 1.0928 -3.6260 1.8025  -0.05
H 1.0632 0.8953 1.0176  0.13
H -1.1543 1.5633 -2.7847  0.06
H -2.7308 -1.3529 -1.9136  0.00
H 0.6599 0.7911 -3.9614  0.12
H -3.0564 -0.0737 0.2462  0.12
N 0.6188 0.8820 0.0789  0.20
C 1.4114 -0.1008 -2.0930  -0.17
H 3.0284 2.1992 -0.1114  0.09

Atoms 1-2, force components in eV/Å:
-0.80 -0.49 1.84
0.26 0.13 0.25

LUMO level: -3.00 eV
E_HOMO: -11.8 eV
HOMO-LUMO gap: 8.8 eV
Total charge: +1

C26H29N7 | ωB97M-V with the def2-TZVPD basis set

Last column: Löwdin charge in e.
Element x y z (Å)
H -5.4790 -3.4300 3.5411  0.10
C -0.8362 6.3445 1.3962  -0.36
C -1.3173 0.2149 4.5647  -0.18
C -3.7505 0.3468 4.6871  -0.14
H -0.0622 1.9360 4.4616  0.13
H 5.6425 -3.6178 5.3471  0.09
H 5.0921 1.2767 3.4395  0.13
N -1.4048 3.6846 2.0416  0.08
H 7.0098 1.0446 5.0216  0.12
N -1.6185 6.0420 2.4485  0.08
C 2.5388 -1.6972 5.3219  0.00
H 5.4850 -3.2930 3.6210  0.09
C -0.3132 5.2898 0.6207  -0.26
C 1.1951 0.2522 4.8150  -0.19
C 3.6262 0.3671 4.6854  -0.14
H 0.4591 -1.5996 5.6554  0.11
H -2.4542 4.5558 3.5365  0.07
H -0.8669 8.4176 1.5956  0.09
H -4.3486 -3.6876 4.8780  0.07
C -0.0611 0.8688 4.6053  0.12
H 1.1574 3.5970 -1.6027  0.08
H 2.6148 -2.7061 5.6851  0.11
H 4.7360 2.1790 4.8984  0.13
H 6.5322 -1.0078 3.7049  0.13
C -2.6627 -1.7920 4.4142  0.00
C -3.8461 -1.0624 4.6007  -0.12
C 2.3932 0.9695 4.5857  0.06
N 4.9393 -1.6953 4.8764  -0.11
H -7.0601 -1.5493 5.3790  0.12
C 0.5998 3.9633 -0.7507  -0.31
H 6.9725 -1.4968 5.3271  0.12
H -2.4667 2.0294 4.7271  0.12
C -6.3536 -0.9550 4.7906  -0.15
C -2.5172 0.9567 4.6668  0.06
C 4.8857 1.1641 4.5098  -0.13
N 0.4682 5.2597 -0.4797  0.04
H 0.0138 7.8608 0.2635  0.09
C 6.0791 0.4911 5.2040  -0.16
H -4.7952 2.1172 5.2815  0.12
C 1.3221 -1.0804 5.2753  -0.02
C -1.8301 4.7582 2.6782  -0.32
C -4.9974 1.1784 4.7502  -0.13
H -6.7851 -0.8835 3.7877  0.13
N -0.0304 3.1488 0.0935  0.05
H 2.3414 2.0089 4.3134  0.14
C 6.2120 -0.9615 4.7498  -0.16
H -5.9895 0.3310 6.4779  0.12
H -7.0960 1.0176 5.3063  0.12
H 4.0509 -3.6041 4.5856  0.08
H -5.2636 1.4663 3.7261  0.13
N -5.0869 -1.7069 4.6866  -0.10
H -6.0558 -3.5005 5.2056  0.09
C 5.0288 -3.1304 4.5952  -0.04
C -6.1701 0.4337 5.4008  -0.16
C 3.7131 -1.0180 4.9672  -0.13
C -0.6267 3.9664 0.9894  -0.40
C -5.2449 -3.1580 4.5682  -0.04
H -2.7188 -2.8550 4.2743  0.10
C -1.4434 -1.1800 4.3733  -0.02
N -0.5324 7.6202 1.0763  0.13
H -0.5744 -1.7615 4.1184  0.11
H 5.9250 0.5088 6.2902  0.12

Atoms 1-2, force components in eV/Å:
-0.02 -0.14 -0.17
0.24 -1.22 -0.34

LUMO level: -2.18 eV
E_HOMO: -5.6 eV
HOMO-LUMO gap: 3.4 eV

The evaluated E for the records listed, in turn: -917.2734, -9062.4920, -859.8580, -1391.4038 Eh.
The evaluated relative energy (zero: lowest compared OMol25 entry of this formula, charge and spin) for the records listed, in turn: 12.67, 0.00, 0.00, 0.00 kcal per mole.